[1]
{"formula": "C32H35F10O12P", "method": "ωB97M-V with the def2-TZVPD basis set", "symbols": ["C", "C", "O", "O", "C", "O", "C", "C", "C", "C", "C", "C", "C", "C", "C", "C", "C", "C", "O", "C", "C", "C", "F", "C", "P", "O", "C", "O", "H", "H", "H", "H", "H", "H", "H", "H", "H", "H", "H", "H", "H", "H", "H", "H", "H", "H", "H", "H", "C", "C", "O", "C", "O", "C", "F", "F", "F", "H", "H", "H", "H", "H", "C", "C", "O", "C", "O", "C", "F", "F", "F", "H", "H", "H", "H", "H", "C", "C", "O", "C", "O", "C", "F", "F", "F", "H", "H", "H", "H", "H"], "positions_angstrom": [[-2.67515, 2.84768, 2.66529], [-2.63482, 2.01256, 1.27561], [-3.67986, 1.44517, 0.90085], [-1.36248, 1.96856, 0.62585], [-1.47550, 1.84998, -0.79569], [-1.88269, 0.77084, -1.30484], [-1.04561, 3.02942, -1.79196], [0.02347, 2.42039, -2.80217], [-0.25873, 2.30905, -4.18432], [-1.58341, 2.78525, -4.93135], [-2.94323, 2.20491, -4.33649], [-4.04001, 3.27298, -3.97269], [-5.44269, 2.92850, -3.42585], [-5.77480, 1.43987, -3.17818], [-4.68641, 0.36114, -3.51665], [-5.12909, -1.16648, -3.19676], [-3.28711, 0.71486, -4.11259], [0.91017, 1.66800, -5.09194], [0.93576, 1.88205, -6.34011], [2.06171, 0.79601, -4.37821], [2.99597, -0.23602, -5.18527], [4.48518, 0.32926, -5.37019], [2.35997, -0.65429, -6.39899], [2.32096, 0.92670, -2.97783], [3.67198, 0.00137, -2.03073], [3.74328, 0.33659, -0.52462], [1.41988, 1.94873, -2.15883], [1.71712, 2.46357, -1.04950], [-2.32214, 2.11086, 3.48396], [-1.86332, 3.64280, 2.57264], [-3.72187, 3.25264, 2.85437], [-1.91336, 3.58274, -2.27739], [-0.48127, 3.80366, -1.14101], [-1.65823, 3.92441, -5.02872], [-1.50912, 2.39125, -6.01715], [-3.78733, 4.38412, -4.12754], [-6.16320, 3.80418, -3.23326], [-6.79253, 1.16731, -2.75345], [-5.25734, -1.27272, -2.06067], [-6.13177, -1.42745, -3.66923], [-4.25577, -1.81863, -3.52796], [-2.52028, -0.10160, -4.37000], [3.07351, -1.17385, -4.51156], [4.68357, 0.52595, -6.48117], [5.22798, -0.48118, -5.01773], [4.69910, 1.26833, -4.74966], [3.49587, -1.41028, -2.18257], [4.95646, 0.36242, -2.58348], [7.45739, -5.41425, 0.82113], [6.77169, -4.06306, 0.78399], [6.92520, -3.45065, -0.50690], [6.06742, -3.86242, -1.46164], [5.21263, -4.69326, -1.29360], [6.30908, -3.09715, -2.76014], [7.61750, -3.00143, -3.07022], [5.83936, -1.82873, -2.68976], [5.71001, -3.66645, -3.82109], [8.50582, -5.32204, 0.52574], [7.40877, -5.84318, 1.82277], [6.99054, -6.11347, 0.12320], [7.24206, -3.39349, 1.50678], [5.71527, -4.13900, 1.05502], [-9.15318, 4.03535, 4.81889], [-7.94256, 3.22373, 4.40188], [-6.72917, 3.92540, 4.71597], [-6.30133, 3.82518, 5.99236], [-6.87053, 3.20264, 6.85073], [-4.98293, 4.57338, 6.17219], [-4.99485, 5.79148, 5.59136], [-3.94685, 3.90028, 5.62526], [-4.66911, 4.77376, 7.46375], [-9.11987, 5.03223, 4.37190], [-10.07540, 3.53896, 4.50924], [-9.18216, 4.17279, 5.90236], [-7.95164, 3.08171, 3.31942], [-7.94613, 2.22988, 4.85750], [1.93510, -3.32290, 4.46354], [2.18208, -4.62037, 5.20790], [3.32113, -5.30728, 4.66531], [4.52747, -4.88261, 5.09523], [4.68969, -3.98436, 5.87962], [5.64005, -5.72746, 4.47965], [5.46308, -5.93259, 3.15622], [5.71538, -6.94961, 5.04768], [6.85610, -5.16869, 4.61742], [1.83877, -3.50781, 3.39064], [1.02397, -2.83973, 4.82280], [2.76834, -2.62837, 4.59353], [1.32512, -5.28477, 5.08060], [2.30387, -4.45324, 6.28154]], "forces_ev_per_angstrom": [[1.7, -0.9, -1.1], [-3.6, -1.0, 1.0], [4.1, 2.0, 0.5], [-1.9, 1.0, -1.1], [-1.7, -4.1, -2.8], [1.9, 4.4, 2.4], [2.0, 0.5, 1.7], [-0.9, -0.4, -2.1], [1.4, -0.4, 1.7], [-0.1, -1.1, -0.6], [-3.5, -0.1, 1.6], [-0.5, -2.7, 0.3], [2.9, -2.6, -0.8], [3.7, 1.6, -1.6], [-0.4, 2.1, -0.2], [1.0, 1.4, 0.3], [-2.5, 2.8, 0.8], [-0.3, 0.9, -2.4], [0.0, -1.0, 4.8], [0.4, 0.0, 2.2], [-0.4, 0.2, 0.9], [0.3, -0.6, -0.5], [1.2, 0.8, 1.7], [-1.5, 0.6, -2.5], [0.4, 1.5, 4.1], [-0.5, -0.8, -3.2], [-0.2, 1.6, 1.8], [-0.8, -2.1, -4.0], [-0.8, 1.2, -1.2], [-1.3, -0.8, 0.4], [1.6, -0.7, -0.4], [1.0, -1.3, 0.6], [-0.8, -1.2, -1.1], [0.2, -1.6, 0.4], [0.1, 0.7, 1.7], [-0.4, -1.9, 0.2], [1.2, -1.7, -0.2], [1.6, 0.2, -0.7], [0.3, 0.2, -1.6], [1.5, 0.3, 0.3], [-1.5, 0.5, 0.4], [-1.4, 1.4, 0.6], [-0.3, 1.3, -1.2], [-0.4, -0.2, 1.6], [-1.2, 1.3, -0.7], [-0.6, -1.3, -1.1], [-0.2, 0.6, -0.7], [-1.1, -0.4, -0.4], [0.1, -0.2, -0.3], [0.0, -0.4, 0.8], [-0.5, 0.2, -1.2], [0.0, -0.7, 2.0], [0.4, 0.7, -0.8], [0.6, 0.5, -1.7], [-0.5, -0.2, 0.5], [0.2, -0.5, 0.3], [0.0, 0.0, 0.8], [-0.1, 0.1, 0.1], [0.0, 0.1, -0.1], [-0.1, 0.1, 0.1], [0.0, 0.2, -0.3], [0.1, 0.0, -0.3], [0.0, 0.2, 0.3], [-0.7, -0.3, -0.2], [0.9, 0.1, 0.7], [-1.6, -0.9, -0.6], [0.8, 0.6, -0.3], [1.6, 1.1, 0.4], [-0.4, -0.5, 0.1], [-0.6, -0.1, 0.0], [-0.6, -0.4, -0.5], [0.0, -0.1, -0.1], [0.1, 0.0, 0.0], [0.0, -0.1, -0.1], [0.3, 0.2, 0.1], [0.2, 0.2, 0.1], [0.3, 0.2, -0.2], [-0.7, 0.5, 0.2], [1.2, -0.2, 0.1], [-1.7, 0.8, 0.7], [0.5, -0.8, -0.6], [1.4, -1.0, -0.7], [-0.3, 0.3, 0.5], [-0.4, 0.5, 0.0], [-0.7, 0.1, 0.1], [-0.1, -0.1, 0.1], [0.1, -0.1, 0.0], [-0.1, 0.0, 0.1], [0.3, -0.2, -0.1], [0.2, 0.0, -0.2]], "lowdin_charge": [0.01, -0.38, 0.07, 0.05, -0.30, 0.10, -0.01, -0.05, -0.04, -0.11, -0.18, -0.06, -0.07, -0.04, -0.18, -0.09, 0.01, -0.18, 0.06, -0.02, -0.28, -0.05, -0.04, -0.16, 0.78, -0.47, -0.24, 0.07, 0.10, 0.09, 0.09, 0.12, 0.14, 0.13, 0.13, 0.09, 0.09, 0.09, 0.08, 0.08, 0.07, 0.11, 0.13, 0.10, 0.08, 0.09, 0.03, 0.03, -0.06, -0.20, 0.03, -0.37, 0.17, -0.51, 0.16, 0.08, 0.16, 0.09, 0.06, 0.08, 0.13, 0.12, -0.06, -0.20, 0.02, -0.37, 0.17, -0.51, 0.15, 0.15, 0.16, 0.08, 0.08, 0.08, 0.13, 0.13, -0.06, -0.20, 0.02, -0.37, 0.17, -0.51, 0.14, 0.16, 0.16, 0.08, 0.08, 0.08, 0.13, 0.13], "total_charge": 0, "homo_lumo_gap_ev": 6.67, "smiles": "CC(=O)OC(=O)CC1=C(Cc2cccc(C)c2)C(=O)C([C@H](C)F)=C([PH2]=O)C1=O.CCOC(=O)C(F)(F)F.CCOC(=O)C(F)(F)F.CCOC(=O)C(F)(F)F", "e_tot_ha": -3483.01200}

=====

[2]
{"formula": "C3H6N4O", "method": "ωB97M-V with the def2-TZVPD basis set", "symbols": ["C", "N", "N", "N", "C", "N", "C", "O", "H", "H", "H", "H", "H", "H"], "positions_angstrom": [[-1.61602, 0.84288, 0.70795], [-1.25288, -0.01462, -0.51309], [0.06731, -0.50612, -0.72297], [0.99713, 0.28591, -1.30486], [2.10723, -0.06186, -0.55554], [1.95450, -0.50819, 0.61429], [0.60696, -1.02320, 0.53654], [-0.11184, -1.59132, 1.38952], [-1.35970, 1.86925, 0.64108], [-1.01836, 0.49934, 1.66919], [-2.84975, 0.72187, 0.96109], [-1.73632, -0.81410, -0.13999], [0.97284, 0.38034, -2.34730], [3.23889, -0.08019, -0.93592]], "forces_ev_per_angstrom": [[-0.5, -1.6, 2.5], [-1.8, 1.0, 0.5], [-2.5, -1.5, 3.0], [1.7, 0.0, -0.6], [4.3, 1.8, -2.8], [-2.2, -3.0, 1.0], [-1.2, 0.8, 2.1], [2.6, 1.3, -2.9], [0.0, 1.0, -0.7], [-1.5, 0.4, -1.8], [3.7, 0.2, -1.0], [-0.1, -1.0, -1.0], [0.2, -0.5, 1.5], [-2.8, 1.0, 0.3]], "lowdin_charge": [-0.10, -0.05, -0.12, 0.06, -0.22, 0.15, -0.42, 0.02, 0.02, 0.09, 0.15, 0.08, 0.17, 0.17], "total_charge": 0, "homo_lumo_gap_ev": 9.88, "e_above_lowest_kcal_mol": 98.51, "smiles": "CNn1[nH]cnc1=O", "e_tot_ha": -412.05195}

=====

[3]
{"formula": "C34H27BBrF4GeIN3O2PtS2", "method": "ωB97M-V with the def2-TZVPD basis set", "symbols": ["Pt", "N", "C", "C", "C", "C", "C", "C", "S", "O", "O", "N", "C", "S", "C", "C", "N", "H", "H", "H", "H", "H", "H", "H", "H", "F", "B", "F", "F", "F", "C", "Ge", "C", "C", "C", "C", "C", "C", "C", "C", "C", "C", "C", "C", "C", "C", "C", "C", "C", "C", "H", "H", "H", "H", "H", "H", "H", "H", "H", "H", "H", "H", "H", "H", "H", "Br", "C", "C", "C", "C", "C", "C", "I", "H", "H", "H", "H"], "positions_angstrom": [[0.23828, -1.05286, 1.05226], [4.85006, 0.50027, 5.57717], [4.71354, 0.55292, 4.23100], [5.70674, -0.04276, 3.43202], [5.56887, -0.13903, 2.05055], [4.41437, 0.37784, 1.46907], [3.48187, 1.07513, 2.24415], [3.62794, 1.20149, 3.59855], [4.21772, 0.29305, -0.31139], [3.83525, 1.62669, -0.71849], [5.38305, -0.34800, -0.87703], [2.81970, -0.57789, -0.56033], [2.64465, -1.83647, -0.35024], [3.73764, -3.24309, -0.69427], [2.59835, -4.32271, -0.10655], [1.44087, -3.69131, 0.26542], [1.50994, -2.34423, 0.20221], [5.14847, -0.42340, 5.93922], [4.06500, 0.85579, 6.12643], [6.58422, -0.47688, 3.92888], [6.33637, -0.59665, 1.41014], [2.58699, 1.48281, 1.74350], [2.86396, 1.73242, 4.18283], [2.73979, -5.39692, -0.00295], [0.54443, -4.11763, 0.72362], [1.93799, -1.34038, 2.66671], [2.77640, -2.45335, 3.43700], [3.09906, -1.89768, 4.65690], [3.90523, -2.70114, 2.69184], [1.93443, -3.52063, 3.45472], [-1.04747, -1.13458, -0.31942], [-2.62560, -0.76924, -1.40523], [-4.33322, -1.60227, -1.11834], [-5.48970, -1.09722, -1.72585], [-6.65759, -1.85321, -1.69990], [-6.70701, -3.07521, -1.03389], [-5.55335, -3.56814, -0.42443], [-4.36329, -2.83480, -0.47690], [-2.83788, 1.15183, -1.24731], [-2.40060, 1.77791, -0.08917], [-2.26658, 3.24086, -0.00994], [-2.43790, 3.94461, -1.33087], [-2.95473, 3.29198, -2.42418], [-3.16186, 1.89906, -2.39040], [-1.91227, -1.22719, -3.14373], [-2.73239, -1.44100, -4.27407], [-2.11687, -1.69196, -5.49081], [-0.72655, -1.82121, -5.61263], [0.04661, -1.62437, -4.48022], [-0.52370, -1.28906, -3.25752], [-5.47499, -0.09832, -2.20767], [-7.58398, -1.46399, -2.13951], [-7.62844, -3.68711, -0.96304], [-5.57639, -4.52040, 0.11423], [-3.44650, -3.15675, 0.01971], [-2.13220, 1.20099, 0.81104], [-2.93816, 3.68838, 0.74599], [-2.13874, 4.99402, -1.39624], [-3.19863, 3.82772, -3.35338], [-3.53193, 1.37880, -3.28712], [-3.83679, -1.36987, -4.21309], [-2.73387, -1.84222, -6.38122], [-0.26874, -2.07878, -6.56772], [1.12755, -1.74977, -4.53612], [0.12734, -1.05930, -2.41701], [-0.40332, 0.71728, 2.67551], [-0.92232, 3.70495, 0.61619], [-0.95952, 4.55534, 1.72500], [0.21273, 4.99044, 2.30639], [1.46662, 4.60191, 1.80625], [1.50347, 3.76388, 0.68730], [0.30262, 3.32825, 0.09076], [0.43594, 1.97801, -1.52455], [-1.94431, 4.81075, 2.15374], [0.19421, 5.68313, 3.13934], [2.38319, 4.90156, 2.28852], [2.45592, 3.44896, 0.29859]], "forces_ev_per_angstrom": [[0.4, 0.8, 1.8], [0.0, -0.6, 2.3], [-0.2, 0.1, -1.7], [0.2, -0.2, -0.2], [0.0, -0.2, 0.1], [0.1, -0.2, -0.5], [-0.8, 0.2, -1.1], [0.3, -0.1, 0.6], [0.2, 1.4, 0.6], [0.5, -0.8, -0.3], [-0.5, -0.1, 0.0], [0.0, -0.5, 1.0], [0.8, -0.9, 0.0], [0.6, 0.8, 0.0], [-0.3, -0.7, 0.0], [-0.3, 1.3, 0.9], [-1.3, -0.8, -1.2], [-0.3, 1.0, -0.5], [0.3, -0.3, -0.5], [-0.4, 0.2, -0.2], [-0.4, 0.1, 0.5], [0.5, -0.2, 0.4], [0.3, -0.4, -0.2], [0.2, 0.4, -0.3], [0.5, 0.0, -0.3], [0.7, -0.8, 0.4], [-0.7, 1.7, -0.8], [-0.2, -0.2, 0.1], [0.2, -0.1, -0.4], [-0.3, -0.7, 0.3], [-0.8, -0.5, 0.0], [1.3, 0.8, 1.1], [-0.1, -0.4, -0.3], [0.1, 0.2, -0.1], [-0.7, 0.3, 0.1], [0.1, -0.6, 0.2], [0.2, -0.1, 0.2], [-0.5, 0.0, 0.1], [0.2, 0.4, 0.6], [-0.7, -1.1, -0.4], [1.1, 1.5, 0.3], [-0.6, -0.2, -0.6], [0.0, 0.6, 0.2], [-0.4, -0.2, -0.4], [-0.5, 0.1, -0.4], [0.5, 0.3, 0.4], [-0.1, -0.4, -0.8], [-0.6, 0.1, 0.3], [0.6, -0.1, -0.1], [-0.2, -0.1, -0.6], [0.0, -0.7, 0.3], [0.4, -0.1, 0.1], [0.6, 0.7, -0.2], [0.0, 0.3, -0.2], [-0.3, -0.3, -0.1], [-0.1, 0.3, -0.6], [-0.5, -0.3, -0.3], [-0.2, -0.3, 0.1], [0.4, -0.1, 0.5], [0.3, 0.3, 0.4], [0.8, -0.1, 0.0], [0.1, 0.1, 0.2], [-0.2, 0.1, 0.2], [-0.1, 0.2, -0.1], [-0.2, -0.2, 0.0], [-0.3, -0.4, -0.5], [-0.4, -0.3, -0.3], [-0.3, -0.3, -0.1], [0.8, 0.4, 0.1], [-1.1, -0.5, -0.6], [-0.6, 0.2, 0.3], [0.9, 0.0, 0.3], [0.4, 0.5, 0.1], [0.6, 0.0, -0.2], [-0.2, -0.1, 0.1], [0.1, 0.1, 0.0], [0.1, -0.2, -0.2]], "lowdin_charge": [0.73, 0.09, -0.34, -0.03, -0.06, -0.28, -0.08, -0.02, 0.63, -0.35, -0.33, -0.03, -0.63, 1.10, -0.38, -0.18, -0.16, 0.12, 0.10, 0.12, 0.12, 0.09, 0.12, 0.09, 0.13, -0.19, -1.20, 0.15, 0.14, 0.16, -0.41, 0.84, -0.29, -0.11, -0.11, -0.11, -0.10, -0.11, -0.35, -0.15, -0.30, -0.06, -0.12, -0.15, -0.27, -0.10, -0.11, -0.10, -0.09, -0.14, 0.11, 0.10, 0.10, 0.10, 0.09, 0.01, 0.14, 0.11, 0.10, 0.09, 0.10, 0.10, 0.10, 0.10, 0.04, 0.03, -0.27, -0.06, -0.10, -0.08, -0.15, -0.58, 1.13, 0.12, 0.09, 0.10, 0.07], "spin_multiplicity": 5, "total_charge": -1, "homo_lumo_gap_ev": [6.37, 4.85], "e_above_lowest_kcal_mol": 0.00, "e_tot_ha": -7915.32321}